Entry 1:
{"formula": "C15H30AgF9O9", "method": "ωB97M-V with the def2-TZVPD basis set", "s2": 0.7569, "total_charge": -1, "energy_ha": -2312.2298, "lumo_energy_ev": [2.6, 0.7], "multiplicity": 2, "de_lowest_kj_mol": 414.73, "species": ["H", "O", "H", "Ag", "H", "H", "H", "F", "O", "H", "H", "H", "H", "H", "C", "F", "F", "C", "H", "H", "O", "F", "F", "H", "C", "H", "C", "C", "O", "H", "H", "O", "H", "H", "H", "H", "C", "C", "F", "H", "H", "F", "H", "O", "C", "C", "O", "H", "C", "H", "O", "C", "H", "C", "H", "F", "H", "O", "C", "C", "H", "F", "H", "C"], "xyz": [[-0.1842, 0.3798, 4.3876], [-1.0576, 2.2938, 1.8967], [3.7967, 2.7577, -2.9123], [-0.1904, 0.0617, 1.2831], [-4.4745, -3.5248, -1.6745], [1.5023, 1.0882, -5.3168], [5.5166, 1.7778, -1.2069], [4.6296, -0.6010, 1.3064], [0.0330, -2.3594, 1.1915], [-3.1617, -0.5091, 3.4959], [-3.2026, -4.6538, 0.2717], [-3.6963, -1.8457, 2.7412], [1.5264, -0.7458, 4.8483], [5.3918, 3.4643, -2.8114], [4.4858, 3.2667, -2.2385], [-3.5317, 0.6811, -1.6582], [-3.2656, 0.7637, -3.6639], [-2.6566, 1.1117, -2.5405], [1.1687, 2.6279, -4.5630], [-1.0407, 0.4719, -5.0764], [-2.6341, -0.6559, 1.4653], [-2.6298, 2.4667, -2.4358], [0.2793, -5.0073, 2.3592], [0.8015, -1.9539, 3.8514], [1.1580, -0.9239, 3.8380], [4.1797, 4.2548, -1.8948], [-0.5844, -3.5459, 0.6993], [-1.1879, 0.4835, -2.2925], [-0.5476, 0.5711, -1.0346], [5.0951, 3.2664, -0.2592], [-0.4637, 4.1459, 2.7488], [0.1318, -0.0063, 3.5674], [0.5439, 2.3292, -6.1552], [-3.7431, -2.0672, -1.2793], [-1.3111, -0.5978, -2.3536], [0.8059, 3.1460, 2.3966], [-0.9061, -4.7743, 1.7297], [-3.9315, -3.0535, -0.8554], [4.2073, 0.7607, 2.9399], [-4.5792, -2.8751, 0.0030], [-2.9991, -1.0077, 0.6500], [-1.2476, -5.8864, 1.0779], [-4.5463, -0.4096, 2.2827], [3.6132, 1.7615, -0.5551], [-0.5687, 1.2952, -4.5402], [4.7354, 2.4852, -0.9289], [-1.7185, -3.0180, 0.0759], [-1.8930, 2.7388, 1.7369], [-2.7679, -3.9505, -0.4386], [-0.3487, 2.7496, 3.7431], [-0.1816, 0.9831, -3.2498], [3.2428, 1.5381, 0.8170], [-0.0846, -3.9760, -0.1686], [0.7346, 1.8522, -5.1938], [-1.2069, 2.1788, -4.5364], [-1.7785, -4.5493, 2.7383], [3.1406, 2.5837, 1.1076], [1.9132, 1.0559, 0.6182], [-0.2359, 3.0807, 2.7107], [4.3629, 0.6988, 1.6276], [1.9629, -0.7630, 3.1208], [5.5550, 1.2493, 1.3655], [-2.4048, -4.3715, -1.3762], [-3.5516, -0.7888, 2.5172]], "lowdin_spin": [0.00, 0.00, 0.00, 0.17, 0.00, 0.00, 0.00, 0.00, 0.03, 0.00, 0.00, 0.00, 0.00, 0.00, 0.00, 0.00, 0.00, 0.00, 0.00, 0.00, 0.00, 0.00, 0.00, 0.00, 0.00, 0.00, 0.00, 0.04, 0.67, 0.00, 0.00, 0.01, 0.00, 0.00, 0.02, 0.00, 0.00, 0.00, 0.00, 0.00, 0.00, 0.00, 0.00, 0.00, 0.00, 0.00, 0.00, 0.00, 0.00, 0.00, 0.01, 0.00, 0.00, 0.00, 0.00, 0.00, 0.00, 0.03, 0.00, 0.00, 0.00, 0.00, 0.00, 0.00]}

=====

Entry 2:
{"formula": "C7H10O", "method": "ωB97M-V with the def2-TZVPD basis set", "energy_ha": -347.6420, "lumo_energy_ev": 0.2, "de_lowest_kj_mol": 843.16, "species": ["C", "H", "C", "H", "H", "H", "O", "H", "H", "H", "H", "C", "C", "C", "H", "C", "C", "H"], "xyz": [[-1.2901, 0.8809, -0.6271], [-0.9425, -0.9388, 1.7954], [0.3103, -0.8466, -0.1908], [-0.6522, 2.5123, 0.7798], [-1.8033, 1.6182, -1.2187], [2.4344, 1.1700, -0.4404], [0.1938, 1.4835, 1.0429], [1.5805, -0.1756, -1.4335], [-1.3399, -2.1861, 0.1658], [1.5387, -0.3072, 1.4541], [0.0476, -0.8034, -1.4560], [0.1600, 0.7734, -0.1748], [-1.9185, -0.1894, -0.0137], [1.6957, -0.6793, 0.4122], [2.2087, -1.4668, -0.2286], [-0.9484, -1.2236, 0.6023], [1.7055, 0.4664, -0.4824], [-2.9803, -0.0880, 0.0135]], "mulliken_charge": [-1.20, 0.27, -0.54, 0.42, 0.56, 0.50, -0.61, 0.22, 0.30, 0.31, 0.31, 0.69, -0.39, -0.23, 0.27, -0.44, -0.84, 0.40]}

=====

Entry 3:
{"formula": "C23H21CeF3N2O9P2S", "method": "ωB97M-V with the def2-TZVPD basis set", "s2": 0.7506, "total_charge": -1, "energy_ha": -3531.7563, "lumo_energy_ev": [2.3, 2.3], "multiplicity": 2, "de_lowest_kj_mol": 249.84, "species": ["C", "C", "H", "C", "C", "O", "H", "H", "H", "N", "C", "C", "C", "O", "O", "O", "F", "H", "P", "H", "C", "H", "H", "C", "C", "H", "H", "C", "H", "C", "C", "O", "C", "S", "H", "H", "C", "H", "C", "F", "O", "H", "C", "H", "F", "C", "P", "Ce", "C", "O", "N", "O", "O", "C", "H", "H", "H", "C", "C", "C", "H", "H"], "xyz": [[-4.6828, 6.4237, 1.4446], [-3.6921, 5.4667, 0.8673], [3.6245, -2.6217, 3.6022], [2.8929, -3.1684, 3.0284], [0.3877, -1.4301, -3.2579], [3.3382, 2.1273, -2.0357], [4.7152, -0.7833, -2.7821], [0.2987, -5.0899, 0.9223], [-1.8711, -3.5837, -1.3489], [0.4815, -0.8064, 0.2302], [2.2033, -2.5215, 2.0164], [1.7154, -5.1996, 2.5331], [-2.8057, -3.0522, 2.3562], [5.1851, 0.9712, -0.7559], [-0.4748, -2.2958, -3.3494], [4.0456, -0.0948, -2.7973], [-4.1650, 7.6289, 1.7370], [1.5211, -6.2428, 2.7409], [4.1528, 0.4170, 0.4318], [2.4044, -1.4828, 1.7968], [-2.3682, 5.8453, 0.6659], [3.1884, -5.0135, 4.0756], [2.2015, 0.5187, -4.3448], [-2.1463, -3.4558, -0.3128], [-1.5606, -2.6762, 1.8870], [-4.1052, -4.2968, -0.5021], [-2.0452, 6.8401, 0.9342], [-0.8970, 2.7323, -0.6701], [-0.4428, 5.2155, -0.0213], [2.6497, -4.5064, 3.2870], [-1.4746, 4.9405, 0.1381], [5.7141, 1.8571, -3.0622], [0.2719, -0.1876, -4.2173], [0.4010, -2.3452, -0.0881], [-5.1387, 3.8976, 0.7096], [-3.5308, 2.2741, -0.2451], [-3.2122, 3.2743, 0.0090], [-3.0577, -2.8994, 3.3963], [1.2789, -3.2192, 1.2628], [-5.2412, 5.9737, 2.5921], [1.3869, -1.4242, -2.4834], [1.0674, 1.7194, -4.3045], [1.0319, -4.5607, 1.5126], [-0.8388, -2.2324, 2.5575], [-5.7275, 6.6659, 0.6179], [-1.8745, 3.6390, -0.1926], [4.6288, 1.3498, -2.2209], [1.9886, 0.4964, -1.3379], [-4.1097, 4.1790, 0.5370], [4.8755, 0.2961, 1.6981], [1.3128, 0.8044, -3.9307], [3.4448, -0.7616, -0.1916], [3.0608, 1.6360, 0.4299], [-3.3911, -3.8372, 0.1644], [0.2987, -0.5610, -5.2515], [0.1844, -0.5966, 1.1823], [3.2367, 1.9266, -0.5123], [-3.7217, -3.6341, 1.4948], [0.0177, 2.0084, -1.0360], [-1.2349, -2.8816, 0.5558], [-4.6943, -3.9279, 1.8652], [-0.7027, 0.2653, -4.0277]], "lowdin_spin": [0.00, 0.00, 0.00, 0.00, 0.00, 0.00, 0.00, 0.00, 0.00, 0.00, 0.00, 0.00, 0.00, 0.00, 0.00, 0.00, 0.00, 0.00, 0.00, 0.00, 0.00, 0.00, 0.00, 0.00, 0.00, 0.00, 0.00, 0.00, 0.00, 0.00, 0.00, 0.00, 0.00, 0.00, 0.00, 0.00, 0.00, 0.00, 0.00, 0.00, 0.00, 0.00, 0.00, 0.00, 0.00, 0.00, 0.00, 1.00, 0.00, 0.00, 0.00, 0.00, 0.00, 0.00, 0.00, 0.00, 0.00, 0.00, 0.00, 0.00, 0.00, 0.00]}

=====

Entry 4:
{"formula": "C4H6ClN", "method": "ωB97M-V with the def2-TZVPD basis set", "energy_ha": -670.7603, "lumo_energy_ev": [-0.7, -0.7], "de_lowest_kj_mol": 494.24, "species": ["H", "C", "Cl", "H", "H", "C", "H", "H", "H", "C", "C", "N"], "xyz": [[-0.4688, 2.4779, 0.6215], [1.0305, -0.0133, -0.0210], [3.5098, -0.4821, 0.0704], [0.9180, -1.6383, 1.3125], [-1.4879, 1.0277, 1.1992], [0.6860, -1.3932, 0.3540], [1.1355, -2.0451, -0.2841], [-0.3858, -1.4182, 0.0837], [-1.9025, 1.7137, -0.4478], [-1.0643, 1.5103, 0.2632], [-0.2263, 0.4623, -0.3481], [2.1503, 0.5161, -0.2345]], "mulliken_charge": [0.30, 1.12, -0.15, 0.39, 0.26, -1.23, 0.47, 0.30, 0.27, -0.72, -0.41, -0.60]}

=====

Entry 5:
{"formula": "C4H4N2O2", "method": "ωB97M-V with the def2-TZVPD basis set", "energy_ha": -414.6092, "lumo_energy_ev": -0.8, "de_lowest_kj_mol": 622.27, "species": ["H", "C", "N", "O", "H", "O", "H", "C", "C", "H", "N", "C"], "xyz": [[-1.8534, 1.9122, -0.2459], [-1.0111, -0.1100, 0.0958], [0.0407, 1.9443, 0.0184], [-2.2132, -0.4682, -0.2706], [0.5552, -1.8369, 0.1260], [1.2156, 1.3752, -0.1977], [2.5485, -1.4037, 0.1483], [-1.0207, 1.3131, 0.1125], [0.1909, -0.7889, -0.1188], [-2.5017, -1.5240, 0.4745], [2.5880, -0.4170, -0.0370], [1.4613, 0.0041, -0.1055]], "mulliken_charge": [0.37, 0.40, -0.27, -0.56, 0.17, -0.18, 0.23, -0.23, -0.30, 0.42, -0.64, 0.60]}

=====

Entry 6:
{"formula": "C44H25CeCl5F3N4O5S", "method": "ωB97M-V with the def2-TZVPD basis set", "total_charge": -1, "energy_ha": -5760.8996, "lumo_energy_ev": 1.1, "de_lowest_kj_mol": 111.68, "species": ["H", "H", "C", "C", "C", "Cl", "H", "C", "H", "H", "C", "C", "Cl", "O", "H", "O", "C", "C", "C", "H", "C", "H", "C", "C", "H", "H", "C", "C", "C", "N", "C", "H", "N", "S", "H", "C", "Ce", "H", "H", "Cl", "H", "C", "F", "H", "H", "H", "C", "H", "F", "C", "C", "C", "C", "C", "C", "C", "N", "H", "Cl", "H", "C", "C", "C", "H", "C", "C", "C", "O", "C", "C", "C", "H", "C", "C", "O", "C", "C", "O", "H", "N", "H", "C", "Cl", "C", "F", "C", "C", "C"], "xyz": [[7.1351, 16.9358, 16.0819], [17.7002, 14.5635, 12.5635], [15.4093, 17.0804, 12.1284], [7.9023, 15.3360, 14.7418], [12.7437, 11.2279, 8.3749], [15.5888, 8.4987, 16.4967], [15.7091, 13.6247, 13.7478], [14.3200, 9.4274, 17.1406], [14.5170, 16.0869, 20.6410], [7.7713, 6.5299, 16.2892], [12.4972, 11.0806, 16.7826], [14.1106, 15.4464, 18.6295], [14.4894, 8.1875, 19.5477], [11.6227, 11.6191, 15.9503], [5.0210, 16.3676, 12.4282], [8.6765, 16.1547, 17.6507], [13.1515, 15.2207, 17.6345], [6.9172, 13.0615, 11.3792], [13.7571, 15.8789, 19.8777], [12.9064, 14.0507, 11.0773], [13.2527, 10.5184, 19.0315], [5.5010, 17.6392, 14.5022], [6.5993, 14.9907, 12.6951], [13.4324, 13.4225, 9.0886], [15.1617, 15.4040, 18.3600], [13.4592, 17.2075, 12.9660], [16.5825, 16.3151, 11.9416], [7.5623, 14.5265, 13.5602], [13.9904, 9.4657, 18.4754], [8.2232, 13.3909, 13.3280], [11.7864, 15.3760, 17.9518], [13.4150, 14.9015, 16.6249], [10.0019, 10.8284, 13.1948], [9.6448, 16.0904, 16.5713], [6.6191, 12.3785, 10.5761], [16.7326, 15.1028, 12.6020], [10.3298, 12.8896, 14.7120], [11.3490, 10.2362, 9.6395], [6.8634, 10.6400, 17.1835], [14.0659, 10.5700, 14.6988], [6.4481, 8.2103, 17.5116], [11.3920, 15.9245, 19.1951], [18.6680, 17.4624, 11.6568], [15.3864, 18.0503, 11.6187], [9.6124, 7.2948, 14.7325], [12.8021, 10.3590, 7.7174], [13.3156, 14.8042, 14.0827], [8.4201, 11.7020, 12.1853], [17.1726, 17.4806, 10.0416], [7.1579, 8.5369, 16.7444], [14.3444, 16.5986, 12.8504], [6.2617, 14.2660, 11.5636], [13.6202, 10.2973, 16.2979], [12.4087, 16.0855, 20.1732], [13.4428, 12.3839, 8.1477], [11.9750, 11.1150, 9.5386], [9.0336, 14.9226, 15.3719], [12.1171, 16.3846, 21.1991], [13.4083, 11.0812, 20.6492], [13.9833, 12.4692, 7.2227], [6.1269, 16.8530, 14.1894], [15.6640, 14.6090, 13.3167], [9.8037, 9.6338, 13.7109], [13.9042, 14.3419, 8.7580], [12.0128, 12.1270, 10.5030], [12.8063, 13.2770, 10.2972], [7.3775, 9.8838, 16.5828], [10.8574, 14.8450, 17.1033], [7.1413, 16.4618, 15.0806], [9.0941, 9.3625, 14.8915], [17.6746, 16.7137, 11.0641], [10.3633, 16.2121, 19.4708], [8.9316, 7.9894, 15.2224], [11.1726, 12.0444, 11.7002], [8.7831, 11.6387, 15.7870], [12.3258, 11.2059, 18.2406], [8.4260, 10.4062, 15.7477], [10.9720, 13.1057, 12.4156], [5.4476, 14.6729, 10.9410], [10.7288, 10.8276, 12.0617], [10.2320, 8.8299, 13.1731], [7.9210, 12.6569, 12.2389], [10.9807, 12.0534, 18.8383], [12.4102, 14.1805, 14.6777], [18.3449, 15.6772, 10.4896], [7.9287, 7.5720, 16.0748], [14.4421, 15.3097, 13.4503], [5.8859, 16.1785, 13.0399]], "mulliken_charge": [0.43, 0.35, -0.88, 0.77, -0.67, -0.21, 0.59, 0.24, 0.37, 0.39, -1.16, -0.65, -0.23, 0.46, 0.27, -0.53, 0.16, -1.02, -0.59, 0.36, 0.29, 0.43, 1.28, -0.64, 0.41, 0.47, 0.34, 0.38, 0.42, 0.41, 0.28, -0.09, 1.28, 0.24, 0.40, -0.76, -0.16, 0.40, 0.38, -0.13, 0.34, -0.45, -0.27, 0.35, 0.38, 0.37, 0.38, 0.54, -0.28, -0.32, -0.40, -0.67, 0.14, -0.49, -0.39, -0.28, 0.28, 0.32, -0.19, 0.38, -0.89, -0.45, -1.05, 0.41, 0.27, -0.21, -0.86, -0.10, -1.06, 0.88, 0.80, 0.39, -0.82, 0.49, -0.05, 0.32, 0.50, -0.58, 0.38, -1.05, 0.42, -0.32, -0.12, -0.54, -0.27, -0.69, 0.57, -1.16]}